Record 1
DFT (ωB97M-V/def2-TZVPD) results for a structure of composition C22H29Cl3CoF5GeN4O3SSiTe.

Values from the calculation:
Gap between HOMO and LUMO (alpha / beta): 7.915 / 7.071 eV
Spin multiplicity: 3
E_HOMO (alpha / beta): -7.613 / -6.769 eV
⟨S²⟩: 2.0107
Relative energy (zero: lowest compared OMol25 entry of this formula, charge and spin): 0.0 kcal/mol
Strongest force on any atom: 0.24 eV/Å
Electronic energy: -7596.1454 Eh

XYZ file:
```
71
C22H29Cl3CoF5GeN4O3SSiTe | OMol25 | ωB97M-V/def2-TZVPD
Co -1.431 0.335 -1.403
C -2.832 -0.093 3.588
O -2.013 0.685 2.712
C -1.877 0.328 1.431
O -1.461 1.136 0.626
N -2.260 -0.948 1.115
N -2.038 -1.362 -0.212
H -2.941 0.504 4.488
H -2.353 -1.039 3.847
H -3.810 -0.273 3.142
H -2.218 -1.659 1.831
H -2.908 -1.696 -0.614
H -1.359 -2.121 -0.238
Cl 3.076 0.999 -3.162
Si 1.257 0.916 -4.083
Cl -0.049 1.939 -2.828
Cl 1.350 1.996 -5.805
C -2.279 0.690 -5.928
N -2.755 0.509 -4.567
C -3.449 1.379 -3.844
S -3.463 1.325 -2.144
N -4.158 2.358 -4.468
C -4.960 2.137 -5.666
H -1.294 0.231 -5.997
H -2.186 1.751 -6.157
H -2.930 0.213 -6.663
H -2.307 -0.230 -4.029
H -4.587 2.969 -3.790
H -4.364 1.747 -6.484
H -5.370 3.094 -5.981
H -5.785 1.445 -5.474
F -0.335 -3.520 -1.812
Te 0.320 -1.989 -2.882
F 0.815 -0.245 -0.439
F -0.074 -3.037 -4.359
F 2.072 -2.796 -3.031
F -1.642 -1.476 -3.104
O 0.755 -0.563 -4.347
C 3.463 -1.427 -0.075
Ge 1.976 -0.628 0.861
C 0.929 -1.860 1.939
C 0.467 -3.049 1.370
C -0.363 -3.900 2.087
C -0.714 -3.586 3.395
C -0.240 -2.418 3.979
C 0.565 -1.552 3.249
C 2.260 1.072 1.734
C 1.619 2.181 1.248
C 1.796 3.444 1.859
C 2.611 3.574 2.943
C 3.289 2.451 3.480
C 4.132 2.565 4.613
C 4.773 1.473 5.123
C 4.600 0.208 4.521
C 3.795 0.072 3.427
C 3.115 1.185 2.871
H 4.213 -1.782 0.632
H 3.917 -0.684 -0.729
H 3.125 -2.264 -0.687
H 0.734 -3.317 0.353
H -0.723 -4.812 1.628
H -1.346 -4.258 3.963
H -0.498 -2.179 5.004
H 0.909 -0.629 3.704
H 0.956 2.097 0.396
H 1.275 4.304 1.458
H 2.751 4.539 3.415
H 4.259 3.539 5.069
H 5.415 1.572 5.989
H 5.109 -0.655 4.930
H 3.672 -0.911 2.982
```

Record 2
DFT (ωB97M-V/def2-TZVPD) results for a cluster of 7 separate species, C22H29Cl4F15O10 in total.

Values from the calculation:
Gap between HOMO and LUMO: 11.173 eV
Structure (SMILES): CCOC(=O)C(F)(F)F.CCOC(=O)C(F)(F)F.CCOC(=O)C(F)(F)F.CCOC(=O)C(F)(F)F.CCOC(=O)C(F)(F)F.ClCCl.ClCCl
Spin multiplicity: 1
E_HOMO: -10.743 eV
Relative energy (zero: lowest compared OMol25 entry of this formula, charge and spin): 14.4 kcal/mol
Strongest force on any atom: 5.16 eV/Å
Electronic energy: -4946.8674 Eh

XYZ file:
```
80
C22H29Cl4F15O10 | OMol25 | ωB97M-V/def2-TZVPD
C 1.532 3.470 -3.130
Cl -0.183 3.193 -3.579
Cl 1.731 3.098 -1.477
H 2.107 2.730 -3.686
H 1.794 4.522 -3.239
C -0.423 0.057 -1.481
Cl 0.895 -0.096 -0.290
Cl -1.984 -0.402 -0.779
H -0.405 1.072 -1.878
H -0.243 -0.649 -2.292
C 0.174 2.731 2.285
C 0.948 4.054 1.933
O 0.925 4.926 3.028
C 1.907 4.718 3.979
O 2.916 4.023 3.802
C 1.735 5.496 5.281
F 1.823 4.550 6.253
F 2.734 6.377 5.400
F 0.561 6.078 5.493
H 0.580 2.233 3.165
H 0.155 1.962 1.513
H -0.907 2.866 2.330
H 0.450 4.656 1.172
H 1.970 3.947 1.569
C -6.991 1.024 1.824
C -5.467 1.005 1.522
O -5.166 1.873 0.458
C -3.886 2.284 0.324
O -2.956 1.999 1.080
C -3.641 3.184 -0.790
F -4.615 3.174 -1.673
F -3.454 4.395 -0.293
F -2.516 2.895 -1.470
H -7.308 2.049 2.018
H -7.284 0.497 2.732
H -7.614 0.623 1.024
H -4.978 0.050 1.329
H -5.022 1.426 2.424
C -1.340 -3.306 -5.985
C -0.405 -2.382 -6.856
O 0.749 -2.143 -6.137
C 0.871 -1.302 -5.135
O -0.042 -0.583 -4.702
C 2.208 -1.397 -4.463
F 3.012 -0.546 -5.128
F 2.114 -1.043 -3.139
F 2.703 -2.605 -4.594
H -1.820 -2.794 -5.151
H -0.795 -4.090 -5.460
H -2.105 -3.683 -6.664
H -0.979 -1.501 -7.146
H -0.126 -2.839 -7.805
C 3.018 -2.296 3.031
C 2.926 -0.779 2.833
O 2.371 -0.135 4.018
C 3.125 0.054 5.106
O 4.310 -0.289 5.206
C 2.352 0.584 6.356
F 2.508 -0.155 7.429
F 2.834 1.769 6.666
F 1.031 0.675 6.130
H 3.737 -2.585 3.797
H 3.469 -2.709 2.129
H 2.044 -2.741 3.234
H 2.212 -0.502 2.058
H 3.904 -0.330 2.658
C 1.519 -3.437 0.047
C 0.116 -3.864 -0.031
O 0.105 -4.916 -0.919
C -0.084 -4.691 -2.231
O -0.243 -3.562 -2.788
C -0.005 -6.000 -3.102
F 0.323 -6.995 -2.281
F -1.239 -6.185 -3.644
F 0.901 -5.867 -4.122
H 1.915 -2.937 -0.837
H 2.131 -4.255 0.427
H 1.551 -2.590 0.732
H -0.507 -3.040 -0.381
H -0.262 -4.100 0.963
```

Record 3
DFT (ωB97M-V/def2-TZVPD) results for a cluster of 3 separate species, C22H29ClIN4O4 in total.

Values from the calculation:
Gap between HOMO and LUMO: 8.242 eV
Charge: +1
Spin multiplicity: 1
E_HOMO: -11.894 eV
Strongest force on any atom: 1.63 eV/Å
Electronic energy: -2133.2185 Eh

XYZ file:
```
61
C22H29ClIN4O4 | OMol25 | ωB97M-V/def2-TZVPD
C 3.897 0.405 -0.398
C 2.560 1.097 -0.127
C 2.214 1.207 1.363
C 1.347 2.434 1.671
C -0.080 2.148 2.172
C -0.729 3.505 2.506
I -1.609 3.546 4.470
N -1.766 3.945 1.536
C -1.642 3.474 0.276
N -2.163 4.215 -0.679
Cl -2.159 3.721 -2.286
N -1.101 2.288 -0.027
C -1.018 1.463 1.197
C -0.780 0.002 0.895
N -2.026 -0.569 0.366
C -2.164 -2.021 0.596
H 4.304 0.799 -1.316
H 4.608 0.647 0.378
H 3.797 -0.664 -0.483
H 1.802 0.558 -0.691
H 2.618 2.099 -0.540
H 3.157 1.320 1.875
H 1.766 0.299 1.743
H 1.297 3.119 0.828
H 1.829 2.991 2.463
H 0.016 1.548 3.062
H 0.036 4.260 2.538
H -2.715 3.839 1.888
H -2.603 5.107 -0.488
H -0.219 2.351 -0.534
H -2.004 1.503 1.639
H -0.025 -0.066 0.117
H -0.446 -0.534 1.768
H -2.066 -0.399 -0.629
H -2.913 -2.197 1.354
H -2.550 -2.478 -0.302
H -1.232 -2.506 0.859
C 5.559 -3.932 -1.853
C 6.459 -4.838 -1.480
C 6.352 -5.537 -0.174
O 7.170 -6.360 0.169
C 5.201 -5.187 0.698
C 4.303 -4.280 0.322
C 4.412 -3.584 -0.982
O 3.591 -2.756 -1.325
H 5.619 -3.411 -2.800
H 7.304 -5.108 -2.101
H 5.140 -5.708 1.644
H 3.457 -4.011 0.942
C -6.452 -0.491 -1.032
C -6.282 -0.920 -2.281
C -5.302 -0.276 -3.191
O -5.141 -0.662 -4.327
C -4.517 0.867 -2.655
C -4.690 1.293 -1.408
C -5.668 0.649 -0.497
O -5.811 1.046 0.639
H -7.161 -0.945 -0.352
H -6.843 -1.750 -2.690
H -3.808 1.322 -3.336
H -4.131 2.122 -0.992
```

Record 4
DFT (ωB97M-V/def2-TZVPD) results for an isolated molecule of C22H29ClN6O2.

Values from the calculation:
Gap between HOMO and LUMO: 8.705 eV
Structure (SMILES): CCCCn1c(CN2CCN(c3cccc(Cl)c3)CC2)nc2c1c(=O)n(C)c(=O)n2C
Spin multiplicity: 1
E_HOMO: -8.170 eV
Relative energy (zero: lowest compared OMol25 entry of this formula, charge and spin): 6.6 kcal/mol
Strongest force on any atom: 1.43 eV/Å
Electronic energy: -1795.0188 Eh

XYZ file:
```
60
C22H29ClN6O2 | OMol25 | ωB97M-V/def2-TZVPD
C 1.093 -2.818 -4.631
C 1.304 -2.234 -3.240
C 0.004 -2.201 -2.443
C 0.228 -1.624 -1.043
N -1.012 -1.524 -0.317
C -1.851 -0.470 -0.243
N -2.933 -0.726 0.475
C -2.794 -2.008 0.874
C -1.606 -2.541 0.397
C -1.192 -3.881 0.678
O -0.164 -4.423 0.315
N -2.143 -4.546 1.458
C -3.342 -4.043 1.947
O -4.085 -4.725 2.619
N -3.652 -2.737 1.634
C -4.885 -2.167 2.132
H -5.704 -2.861 1.946
H -4.814 -1.994 3.207
H -5.047 -1.227 1.612
C -1.868 -5.926 1.821
H -1.847 -6.026 2.906
H -2.649 -6.575 1.427
H -0.903 -6.191 1.395
C -1.589 0.842 -0.896
N -0.289 1.369 -0.511
C 0.085 2.534 -1.290
C 1.511 2.963 -0.940
N 1.584 3.253 0.473
C 2.500 4.163 0.967
C 3.532 4.680 0.178
C 4.381 5.645 0.688
C 4.257 6.119 1.981
C 3.240 5.601 2.767
C 2.374 4.648 2.276
H 1.574 4.292 2.906
H 3.118 5.960 3.778
H 4.931 6.869 2.360
Cl 5.646 6.257 -0.326
H 3.696 4.327 -0.827
C 1.194 2.102 1.259
H 1.862 1.254 1.040
C -0.233 1.697 0.903
H -0.924 2.521 1.150
H -0.524 0.818 1.481
H 1.262 2.327 2.321
H 2.209 2.159 -1.223
H 1.747 3.862 -1.510
H -0.599 3.379 -1.103
H 0.038 2.278 -2.351
H -2.417 1.518 -0.630
H -1.589 0.710 -1.983
H 0.890 -2.289 -0.483
H 0.662 -0.623 -1.100
H -0.738 -1.597 -2.972
H -0.390 -3.214 -2.347
H 2.037 -2.837 -2.701
H 1.703 -1.221 -3.326
H 2.030 -2.836 -5.183
H 0.716 -3.835 -4.562
H 0.376 -2.223 -5.192
```

Record 5
DFT (ωB97M-V/def2-TZVPD) results for an isolated molecule of C22H29F2N3O3S.

Values from the calculation:
Gap between HOMO and LUMO: 8.778 eV
Structure (SMILES): CC(C)CCNC(=O)c1onc(CSc2ccc(F)c(F)c2)c1C(=O)NCCC(C)C
Spin multiplicity: 1
E_HOMO: -8.937 eV
Relative energy (zero: lowest compared OMol25 entry of this formula, charge and spin): 1.0 kcal/mol
Strongest force on any atom: 1.23 eV/Å
Electronic energy: -1843.6441 Eh

XYZ file:
```
60
C22H29F2N3O3S | OMol25 | ωB97M-V/def2-TZVPD
C 2.794 -6.204 -1.713
H 3.286 -6.670 -2.563
H 3.112 -6.719 -0.809
H 1.721 -6.336 -1.825
C 3.153 -4.721 -1.635
C 4.667 -4.557 -1.520
H 5.024 -4.978 -0.582
H 4.957 -3.511 -1.566
H 5.162 -5.077 -2.336
C 2.421 -4.078 -0.452
C 2.543 -2.554 -0.423
N 1.739 -1.990 0.638
C 0.635 -1.266 0.410
O 0.253 -0.951 -0.708
C -0.078 -0.870 1.650
C -1.191 -0.105 1.943
C -1.280 -0.201 3.374
N -0.315 -0.945 3.842
O 0.431 -1.358 2.803
C -2.253 0.446 4.277
H -3.155 0.731 3.739
H -2.466 -0.190 5.134
S -1.515 1.968 5.001
C -1.361 2.913 3.494
C -0.164 2.896 2.797
C -0.039 3.617 1.623
C -1.115 4.352 1.161
C -2.317 4.361 1.860
C -2.444 3.643 3.033
H -3.380 3.651 3.566
F -3.352 5.081 1.403
F -0.987 5.068 0.030
H 0.882 3.621 1.061
H 0.670 2.327 3.179
C -2.184 0.623 1.100
O -3.118 1.219 1.618
N -1.990 0.548 -0.219
C -2.912 1.132 -1.165
C -2.347 2.344 -1.909
H -3.136 2.697 -2.575
H -2.142 3.142 -1.196
C -1.080 2.046 -2.728
C 0.185 2.337 -1.923
H 0.200 1.771 -0.995
H 1.068 2.067 -2.499
H 0.239 3.397 -1.689
C -1.071 2.882 -4.007
H -1.927 2.642 -4.633
H -0.165 2.693 -4.580
H -1.107 3.941 -3.762
H -1.081 0.986 -3.006
H -3.189 0.358 -1.889
H -3.802 1.432 -0.605
H -1.196 0.030 -0.594
H 1.968 -2.247 1.586
H 2.179 -2.126 -1.360
H 3.582 -2.252 -0.269
H 1.360 -4.332 -0.514
H 2.811 -4.492 0.482
H 2.816 -4.232 -2.556
```

Record 6
DFT (ωB97M-V/def2-TZVPD) results for a structure of composition C22H29F6N8V2.

Values from the calculation:
Gap between HOMO and LUMO (alpha / beta): 3.648 / 4.728 eV
Charge: +1
Spin multiplicity: 5
E_HOMO (alpha / beta): -10.438 / -10.438 eV
⟨S²⟩: 6.0323
Strongest force on any atom: 6.52 eV/Å
Electronic energy: -3780.7226 Eh

XYZ file:
```
67
C22H29F6N8V2 | OMol25 | ωB97M-V/def2-TZVPD
V 0.438 -0.014 1.169
V 1.625 1.068 4.969
F 1.112 0.886 2.957
F -0.351 0.672 5.534
F 2.366 -0.844 5.106
F -0.613 -1.004 -0.240
F 2.017 0.729 0.121
F -1.051 -0.155 -5.139
C -2.083 -0.945 -4.839
C -2.897 -1.525 -5.868
C -3.904 -2.371 -5.436
C -4.089 -2.678 -4.115
C -3.273 -2.071 -3.153
C -2.318 -1.208 -3.510
H -2.697 -1.252 -6.894
H -4.451 -2.884 -6.214
H -4.916 -3.230 -3.693
H -3.541 -2.149 -2.110
H -1.842 -0.687 -2.693
C -3.888 -0.220 3.389
C -2.560 -0.525 2.934
N -1.503 -0.723 2.591
H -4.467 -0.475 2.501
H -3.829 0.812 3.732
H -4.115 -0.768 4.303
C 1.490 5.812 3.334
C 1.202 5.049 2.167
N 0.913 4.456 1.214
H 2.220 5.291 3.954
H 0.539 6.000 3.834
H 1.932 6.706 2.894
C 1.431 -1.134 -3.709
C 2.400 -1.179 -4.794
N 3.199 -1.209 -5.590
H 1.772 -1.534 -2.754
H 0.590 -1.749 -4.029
H 1.193 -0.071 -3.662
C 2.579 3.337 -0.929
C 2.634 2.648 -2.213
N 2.713 2.084 -3.267
H 3.458 2.971 -0.398
H 1.691 2.987 -0.402
H 2.588 4.421 -0.821
C 5.017 0.703 1.959
C 4.371 1.279 3.107
N 3.754 1.689 4.031
H 5.550 1.445 1.364
H 4.312 0.150 1.339
H 5.638 -0.173 2.149
C 2.432 -3.753 3.451
C 1.809 -2.727 2.607
N 1.308 -1.914 1.915
H 2.032 -4.752 3.275
H 2.031 -3.386 4.396
H 3.515 -3.639 3.479
C -1.577 -3.847 0.324
C -2.905 -4.267 -0.182
N -3.939 -4.494 -0.520
H -0.786 -4.593 0.402
H -1.550 -3.167 1.176
H -1.085 -3.342 -0.507
C -2.597 2.791 -0.991
C -1.697 2.237 0.094
N -0.995 1.846 0.882
H -2.353 2.306 -1.936
H -2.381 3.850 -1.138
H -3.622 2.433 -0.905
```

Record 7
DFT (ωB97M-V/def2-TZVPD) results for a structure of composition C22H29I2N2O3P2Tl.

Values from the calculation:
Gap between HOMO and LUMO (alpha / beta): 3.997 / 4.085 eV
Charge: +2
Spin multiplicity: 1
E_HOMO (alpha / beta): -13.742 / -13.765 eV
Strongest force on any atom: 3.62 eV/Å
Electronic energy: -2640.8538 Eh

XYZ file:
```
61
C22H29I2N2O3P2Tl | OMol25 | ωB97M-V/def2-TZVPD
I -4.436 3.766 -4.119
I -0.681 3.763 -5.402
Tl -0.379 2.317 -3.022
P -0.981 4.063 -0.549
C -1.859 5.545 -1.182
C -1.690 4.174 1.159
H -1.829 5.217 1.488
H 0.487 6.008 -0.098
H -1.065 3.632 1.882
H 1.206 4.483 0.562
H -2.930 5.363 -1.087
H -2.676 3.689 1.168
C 0.626 4.933 -0.254
H -1.553 6.375 -0.541
H 1.289 4.825 -1.120
H -1.582 5.721 -2.223
P -1.745 -0.575 -2.980
C -2.880 -0.635 -4.415
C -0.429 -1.687 -3.660
H -1.939 -2.307 -1.275
H -3.025 -2.632 -2.668
H -3.466 -1.411 -1.438
C -2.633 -1.854 -1.998
H 0.121 -2.168 -2.837
H -0.887 -2.449 -4.311
H -2.909 -1.684 -4.722
H -2.503 -0.003 -5.222
H 0.294 -1.107 -4.255
H -3.871 -0.310 -4.088
C -2.992 1.370 -0.762
O -3.919 1.867 -1.243
O 0.879 2.152 0.836
C 0.718 0.933 0.848
N 1.061 0.136 1.971
C 1.263 -1.234 1.540
C 0.445 -1.141 0.190
O 0.038 -2.162 -0.391
N 0.205 0.142 -0.166
C 2.747 -1.580 1.306
C 3.167 -2.128 0.087
C 4.498 -2.569 -0.069
C 5.407 -2.529 0.999
C 4.994 -1.940 2.204
C 3.680 -1.461 2.349
C 0.556 -2.220 2.498
C 1.069 -3.471 2.886
C 0.405 -4.211 3.881
C -0.820 -3.773 4.411
C -1.363 -2.567 3.946
C -0.675 -1.806 2.995
H 1.697 0.622 2.602
H 2.439 -2.234 -0.726
H 4.812 -2.955 -1.042
H 6.404 -2.985 0.891
H 5.700 -1.868 3.035
H 3.364 -1.031 3.304
H 2.004 -3.823 2.425
H 0.866 -5.143 4.233
H -1.328 -4.392 5.161
H -2.315 -2.206 4.329
H -1.084 -0.846 2.678
```